# C4H11NO2

A 2-piece molecular cluster, C4H11NO2 overall (ωB97M-V with the def2-TZVPD basis set, the OMol25 dataset).

The calculation puts the energy relative to the best compared isomer or geometry (same formula, charge and spin) at 31.0 kcal/mol. As for the HOMO-LUMO gap: 9.85 eV. Its SMILES is CCCNC=O.O. The value obtained for the calculated total energy is -9910.89743 eV. The LUMO energy comes out at 0.55 eV. The value obtained for the HOMO energy is -9.3 eV.

ORCA input file:
```
! RIJCOSX wB97M-V def2-TZVPD def2/J DEFGRID3
* xyz 0 1
C 0.502 -2.165 -1.322
C -0.940 -1.712 -0.994
C -1.036 -0.189 -0.863
N -0.233 0.311 0.248
C -0.815 0.677 1.441
O -1.873 1.250 1.502
H 0.913 -1.347 -1.927
H 0.592 -3.093 -1.877
H 1.052 -2.135 -0.395
H -1.175 -2.013 0.001
H -1.712 -2.049 -1.666
H -2.057 0.026 -0.649
H -0.790 0.382 -1.764
H 0.709 0.519 -0.038
H -0.394 0.332 2.396
O 3.111 1.763 0.293
H 3.285 1.823 1.235
H 3.876 1.348 -0.130
*
```